ORCA calculation (wB97M-V/def2-TZVPD) on a gas-phase ion, C3H3N6O2 (charge +1).

```
! wB97M-V def2-TZVPD RIJCOSX def2/J DEFGRID3
* xyz 1 1
O -4.8161 0.7335 -0.0784
C -3.8309 0.1548 0.0492
N -2.4611 0.5594 0.0677
N -1.7321 -0.6212 -0.0184
C -0.1749 -0.7240 0.0058
N 0.4053 -1.8929 -0.0259
C 1.6917 -1.5856 -0.0095
N 1.9083 -0.2462 -0.0428
N 0.6986 0.2701 -0.0366
N -2.4803 -1.5963 -0.0247
O -3.7423 -1.2548 0.0278
H -2.0380 1.3941 0.4378
H 2.5355 -2.3351 -0.0019
H 0.7078 1.2130 -0.3961
*
```

HOMO: -15.13 eV
HOMO-LUMO gap: 0.33366 Ha
SMILES: O=c1[nH][n+](-c2ncn[nH]2)no1
calculated total energy: -594.71557 Ha
E_LUMO: -6.05 eV
relative energy (zero: lowest compared OMol25 entry of this formula, charge and spin): 0.000 eV